# 1
C10H24N6O7Ti as an isolated structure. Source: OMol25; level of theory: the ωB97M-V functional and the def2-TZVPD basis.

Values from the calculation:
<S²>	0.895
orbital gap (spin up / spin down)	3.68 / 3.87	eV
E_HOMO (spin up / spin down)	-0.3505 / -0.3526	Eh
LUMO energy (spin up / spin down)	-5.856 / -5.722	eV
DFT total energy	-57133.949	eV

The geometry in ORCA input format:
```
! RIJCOSX wB97M-V def2-TZVPD def2/J DEFGRID3
* xyz 1 2
O 0.41670 -1.74480 -4.11917
H -0.54367 -1.91405 -4.26173
Ti -0.07777 0.05522 -0.12684
N 1.40796 -1.08594 -0.88815
N -0.77663 -1.88620 0.13930
N 0.60435 1.91556 -0.40572
N -1.43983 1.12115 0.94208
O 2.47727 -0.45930 -1.21960
O 1.70703 2.32635 -1.14255
O -2.42587 0.54248 1.72346
O -1.78404 -2.11330 0.93817
C -0.08721 -2.86440 -0.51483
C 1.14689 -2.41679 -1.08894
C -0.04372 2.87310 0.30383
C -1.18516 2.43829 1.05441
C 2.10217 -3.22492 -1.87762
H 2.19889 -2.77298 -2.86917
H 1.73258 -4.24957 -1.97978
H 3.08023 -3.24804 -1.37870
C -0.65532 -4.23726 -0.59500
H -1.63462 -4.22018 -1.09354
H -0.77448 -4.65526 0.41137
H 0.00901 -4.88762 -1.16544
C 0.55777 4.21955 0.43558
C -1.92232 3.26507 2.02985
H 1.26038 4.42232 -0.37965
H 1.12061 4.30358 1.38132
H -0.22321 4.99335 0.45520
H -2.46340 2.60610 2.72631
H -2.65441 3.92703 1.54715
H -1.20076 3.89647 2.56646
H 2.22617 1.50445 -1.37383
H -2.38743 -0.45020 1.52629
C -1.36000 0.16259 -1.72453
H -0.77691 -0.27254 -2.54985
H -1.59479 1.22826 -1.90944
H -2.29024 -0.41207 -1.56756
O 2.07371 0.74711 -4.04704
H 1.83674 -0.09342 -4.50373
H 1.20724 1.10099 -3.79511
N 0.55221 0.99514 3.76668
C 0.30559 -0.13246 3.07100
N -0.40315 -1.06404 3.71875
O 0.64179 -0.25301 1.86175
H 0.39710 1.04608 4.75488
H 1.14924 1.68705 3.34288
H -0.81683 -1.81473 3.20009
H -0.68985 -0.90420 4.68073
*
```

Results of the Löwdin charge analysis, in e, for atoms 1 through 8: -0.40, -0.09, 1.15, -0.18, -0.19, -0.08, -0.09, 0.01


# 2
C21H18N4PdS as an isolated structure. Source: OMol25; level of theory: the ωB97M-V functional and the def2-TZVPD basis.

Values from the calculation:
<S²>	6.041
orbital gap (spin up / spin down)	6.65 / 4.38	eV
E_HOMO (spin up / spin down)	-0.7766 / -0.8207	Eh
LUMO energy (spin up / spin down)	-14.481 / -17.952	eV
DFT total energy	-42297.471	eV

The geometry in ORCA input format:
```
! RIJCOSX wB97M-V def2-TZVPD def2/J DEFGRID3
* xyz 4 5
Pd 0.79352 0.67667 -0.38024
C -0.03923 2.24424 2.79024
C 0.91734 2.03767 1.66998
C 0.97593 2.93673 0.58110
C 1.99159 2.86206 -0.40621
C 2.14969 3.94043 -1.41095
C 2.93246 1.79447 -0.31354
C 2.97375 0.93141 0.80667
C 4.16890 0.09147 1.09417
C 1.88362 0.99001 1.71489
H -0.95074 1.64844 2.66843
H -0.34675 3.28615 2.86603
H 0.39391 1.93309 3.74108
H 0.30280 3.78650 0.56598
H 1.56787 3.74022 -2.32004
H 3.18337 4.04576 -1.73833
H 1.78820 4.89639 -1.03264
H 3.74743 1.75712 -1.02827
H 4.16517 -0.86025 0.55211
H 4.24579 -0.13974 2.15480
H 5.08226 0.59130 0.77036
H 1.88580 0.31970 2.56753
S -4.77446 -4.67999 -0.71885
N -4.89021 -3.07347 -0.70754
C -3.68195 -2.58487 -0.67589
C -3.31006 -1.19765 -0.64983
C -4.24303 -0.15977 -0.68869
C -3.77783 1.14206 -0.68545
C -2.38270 1.37413 -0.62404
N -1.48721 0.39793 -0.56507
C -1.90991 -0.88137 -0.59549
C -0.89483 -1.92614 -0.61949
N 0.39439 -1.53746 -0.65090
C 1.34652 -2.45576 -0.75684
C 1.07716 -3.84568 -0.76793
C -0.23441 -4.27697 -0.70140
C -1.24832 -3.31864 -0.65548
C -2.64569 -3.65271 -0.66997
N -3.16857 -4.84523 -0.69614
H -5.30486 -0.37876 -0.73293
H -4.46016 1.98400 -0.73068
H -2.00043 2.38805 -0.63033
H 2.36504 -2.09792 -0.84886
H 1.89940 -4.54983 -0.83693
H -0.48053 -5.33382 -0.70439
*
```

Results of the Löwdin charge analysis, in e, for atoms 1 through 8: 0.97, 0.01, -0.25, -0.01, -0.24, 0.02, 0.01, -0.25